1.
Below is a single C4H10O2 molecule, with properties calculated with ωB97M-V with the def2-TZVPD basis set.

## Properties
ΔE to the lowest compared entry with this formula, charge and spin (kJ/mol): 245.3
HOMO level (eV): -9.11
M (g mol⁻¹): 90.1
Lowest unoccupied orbital energy (eV): 0.856
2S+1: 1
Structure (SMILES): OCCCCO
Gap between HOMO and LUMO (eV): 9.966

Positions of all 16 atoms, in Å:
O1 -0.72406 0.48071 -1.28981
C1 -1.48967 -0.28634 -0.40790
C2 -0.61528 -1.27561 0.37328
C3 0.58529 -0.49046 0.90872
C4 1.30389 0.40543 -0.11819
O2 0.67627 1.99220 -0.19702
H1 -0.35489 1.37085 -0.83524
H2 -2.01371 0.35563 0.31729
H3 -2.25062 -0.83056 -0.98128
H4 -0.28382 -2.09249 -0.28491
H5 -1.17907 -1.74840 1.19632
H6 1.33973 -1.18951 1.31337
H7 0.28536 0.14871 1.74336
H8 1.43219 -0.14216 -1.07046
H9 2.22741 0.78173 0.26208
H10 1.06098 2.52027 -0.92960

Löwdin population analysis, charges in e, atoms 1 to 2: -0.1757, -0.2977



2.
Below is C16H16N2O4S as an isolated structure, with properties calculated with ωB97M-V with the def2-TZVPD basis set.

## Properties
ΔE to the lowest compared entry with this formula, charge and spin (kJ/mol): 1242.7
HOMO level (eV): -9.10
M (g mol⁻¹): 332.4
Lowest unoccupied orbital energy (eV): -0.609
2S+1: 1
Gap between HOMO and LUMO (eV): 8.487

Positions of all 39 atoms, in Å:
C1 -0.28671 0.01554 2.28349
C2 -0.83736 -0.88202 1.17847
C3 -0.39826 -2.09497 1.01379
C4 -1.13746 -3.08482 0.14682
C5 -2.27257 -2.80049 -0.69280
C6 -2.80726 -1.40381 -0.38328
C7 -2.15738 -0.56129 0.57550
N1 -2.45540 0.95700 0.37395
S1 -1.82901 1.96713 -0.78666
O1 -2.00807 1.38375 -2.01704
O2 -2.28993 3.46079 -0.35897
C8 -0.13222 1.88668 -0.49211
C9 0.65262 2.54174 0.27231
C10 2.00499 2.65584 0.66752
C11 2.65410 1.45912 -0.02329
C12 1.91673 0.51975 -0.58174
C13 0.66934 0.55470 -0.90163
H1 0.05728 -0.01983 -1.50925
N2 2.81694 -0.38425 -1.34192
C14 3.97152 -0.72578 -0.83947
O3 4.59020 -1.65028 -1.58662
C15 4.43371 0.15654 0.35008
H2 4.39315 -0.40860 1.17294
O4 3.93094 1.40250 0.52324
H3 5.62358 0.37234 -0.18878
H4 2.34603 -1.03738 -1.99365
H5 2.54520 3.09432 1.22209
H6 0.11203 3.71910 0.74974
H7 -3.51365 1.05161 0.62361
C16 -3.92195 -0.90215 -1.13111
H8 -4.35969 -1.57437 -1.83008
H9 -4.75988 -0.51939 -0.65206
H10 -3.65276 -0.01668 -1.86118
H11 -2.83680 -3.43747 -1.21672
H12 -0.87557 -4.13449 0.07157
H13 0.32291 -2.32430 1.66759
H14 -0.82146 0.97790 2.08260
H15 0.70800 0.20791 2.22129
H16 -0.39590 -0.42188 3.19179

Löwdin population analysis, charges in e, atoms 1 to 2: -0.0005, -0.2617



3.
Below is C17H26CaN11O5 as an isolated structure, with properties calculated with ωB97M-V with the def2-TZVPD basis set.

## Properties
ΔE to the lowest compared entry with this formula, charge and spin (kJ/mol): 159.9
HOMO level (eV): -9.54
M (g mol⁻¹): 504.5
Total charge: +1
Lowest unoccupied orbital energy (eV): -2.557
2S+1: 1
Gap between HOMO and LUMO (eV): 6.983

Positions of all 60 atoms, in Å:
Ca1 0.06078 -0.47797 -0.39849
O1 1.99609 -0.90551 -0.02660
C1 3.13811 -0.31268 -0.27143
C2 4.33737 -1.05374 -0.24601
C3 5.55798 -0.48120 -0.51735
C4 5.64581 0.87721 -0.83887
C5 4.49190 1.62533 -0.85089
C6 3.23571 1.07356 -0.55792
C7 2.06563 1.96871 -0.47404
N1 0.79289 1.65192 -0.23069
C8 0.09521 2.85402 -0.14862
C9 0.93616 3.89210 -0.34274
N2 2.17245 3.31893 -0.54777
H1 4.25880 -2.10810 -0.00621
H2 6.45631 -1.08798 -0.48883
H3 6.59903 1.33285 -1.07045
H4 4.57633 2.67567 -1.11087
H5 -0.96257 2.88355 0.06279
H6 0.78443 4.95849 -0.34697
H7 3.02700 3.82295 -0.70165
N3 -2.16766 -3.11227 -0.02885
N4 -0.99999 -3.87774 -0.03458
C10 0.08208 -3.48357 -0.71582
N5 1.20352 -4.17746 -0.56940
N6 -0.08270 -2.39853 -1.51079
N7 0.97853 -1.89709 -2.21451
O2 0.78531 -0.70630 -2.59263
O3 1.97970 -2.52374 -2.49096
H8 -2.15213 -2.46428 0.75565
H9 -2.96618 -3.72845 0.01779
H10 -0.86262 -4.56980 0.68413
H11 1.29859 -4.85508 0.16565
H12 2.01703 -3.85873 -1.07442
C11 -0.66239 0.34356 4.66173
N8 -0.75749 -0.73828 3.68679
C12 -1.49328 -1.93590 4.06452
C13 -0.27918 -0.59799 2.46200
O4 -0.36584 -1.44511 1.55477
H13 -1.65600 0.71690 4.90962
H14 -0.07150 1.15981 4.25026
H15 -0.18204 -0.01310 5.57153
H16 -2.56686 -1.74287 4.04390
H17 -1.20254 -2.23467 5.06992
H18 -1.25951 -2.73476 3.36834
H19 0.22322 0.36530 2.29552
C14 -4.06205 2.74607 -2.82221
N9 -3.50711 1.78963 -1.87834
C15 -4.03977 1.47998 -0.56316
C16 -2.98532 0.51792 -0.03012
O5 -3.01897 -0.00550 1.06720
N10 -1.99682 0.35111 -0.98161
C17 -2.35804 1.12252 -2.02632
N11 -1.62854 1.21400 -3.13431
H20 -5.02524 3.07990 -2.44778
H21 -4.22721 2.28695 -3.79899
H22 -3.41833 3.62117 -2.93807
H23 -5.01292 0.99276 -0.61628
H24 -4.11944 2.35944 0.07579
H25 -0.79750 0.64573 -3.22379
H26 -1.90821 1.80036 -3.89855

Löwdin population analysis, charges in e, atoms 1 to 2: 1.3472, -0.3030



4.
Below is a 2-piece molecular cluster, C29H43F3N5O7PS overall, with properties calculated with ωB97M-V with the def2-TZVPD basis set.

## Properties
ΔE to the lowest compared entry with this formula, charge and spin (kJ/mol): 2249.1
HOMO level (eV): -8.17
M (g mol⁻¹): 693.7
Lowest unoccupied orbital energy (eV): -1.467
2S+1: 1
Structure (SMILES): C#C[C@]1(C[C@H](C)F)C(=O)N[C@](Cc2ccc(C)cc2)(C[C@@H]2CO2)[C@]1(N(C(=O)F)C(=O)F)S(C)(=O)=O.CN(C)P(=O)(N(C)C)N(C)C
Gap between HOMO and LUMO (eV): 6.703

Positions of all 89 atoms, in Å:
C1 2.48861 2.18307 -1.40676
C2 1.16177 1.99034 -0.92293
C3 -0.19016 2.27129 0.02274
C4 0.22160 1.95799 1.56558
C5 1.78355 1.63723 1.88257
C6 2.21888 0.04077 1.62957
F1 1.93621 1.80489 3.37951
C7 -1.02126 0.86898 -0.37165
O1 -0.62192 -0.40000 -0.19857
N1 -2.24580 1.47008 -0.99266
C8 -2.57675 2.86019 -0.40321
C9 -3.27081 2.33026 1.00646
C10 -4.47337 1.21998 0.79251
C11 -4.29206 -0.40306 0.69134
C12 -5.64088 -1.37475 0.49826
C13 -7.18641 -0.79731 0.44563
C14 -8.54693 -1.69953 0.27270
C15 -7.36898 0.82917 0.55082
C16 -6.03507 1.80891 0.71782
C17 -3.72630 3.34714 -1.42605
C18 -4.63163 4.71298 -0.72991
C19 -5.80725 5.40063 -1.81021
O2 -4.37862 6.10440 -1.39817
C20 -1.09569 3.63697 -0.33179
N2 -0.91400 4.88646 0.42185
C21 0.42964 5.25332 0.93421
O3 0.48428 6.33207 1.76955
F2 1.75512 4.67628 0.61992
C22 -1.91444 5.31190 1.42103
O4 -1.92257 4.72291 2.65039
F3 -2.91946 6.43293 1.28731
S1 -0.65011 4.29283 -2.07853
C23 -0.83788 3.04926 -3.44794
O5 0.78018 4.86889 -2.18832
O6 -1.57605 5.53348 -2.40090
H1 3.56920 2.40560 -1.84530
H2 -0.09915 2.86345 2.27313
H3 -0.40931 1.03040 1.97470
H4 2.56787 2.39313 1.43060
H5 3.11729 -0.26828 2.34638
H6 1.31251 -0.65251 1.93782
H7 2.43883 -0.18965 0.49773
H8 -2.45522 1.32584 -1.99528
H9 -3.78109 3.21577 1.62477
H10 -2.52236 1.83602 1.75744
H11 -3.21738 -0.89273 0.75226
H12 -5.50612 -2.54991 0.41882
H13 -8.54070 -2.61710 1.03683
H14 -9.51856 -1.07500 0.57396
H15 -8.66544 -2.18513 -0.79862
H16 -8.47772 1.26896 0.53453
H17 -6.28399 2.97225 0.79514
H18 -3.41162 3.70607 -2.48633
H19 -4.59263 2.54883 -1.62097
H20 -4.93347 4.65576 0.48697
H21 -5.57105 5.40230 -2.95892
H22 -6.33842 6.37065 -1.40264
H23 -1.91539 2.64248 -3.64500
H24 -0.51068 3.59756 -4.45734
H25 -0.13258 2.10060 -3.38057
O7 5.18222 -2.51728 0.87457
P1 4.80570 -4.01527 0.76731
N3 6.45191 -4.46185 0.48199
C24 6.95429 -5.59368 -0.29203
C25 7.34727 -4.26094 1.62936
N4 4.05470 -3.76082 -0.77497
C26 4.64438 -4.18773 -2.03628
C27 3.43334 -2.44477 -0.99550
N5 4.37283 -5.73742 0.64400
C28 2.99138 -6.04986 0.21568
C29 4.50079 -6.37783 1.97168
H26 6.78404 -6.55277 0.20624
H27 8.03264 -5.50436 -0.45310
H28 6.54092 -5.65508 -1.29345
H29 7.30296 -5.10479 2.32660
H30 7.09432 -3.35826 2.19035
H31 8.38688 -4.14172 1.30217
H32 5.60699 -3.70585 -2.22125
H33 3.98415 -3.96226 -2.88333
H34 4.74929 -5.27498 -2.06938
H35 4.17879 -1.67846 -1.25525
H36 2.88780 -2.11921 -0.10216
H37 2.69175 -2.48674 -1.80178
H38 2.25515 -5.48936 0.80415
H39 2.77806 -7.12032 0.32331
H40 2.82045 -5.84319 -0.84365
H41 3.81643 -5.92426 2.69782
H42 5.51456 -6.28460 2.36817
H43 4.29778 -7.45266 1.91648

Löwdin population analysis, charges in e, atoms 1 to 2: 0.1412, -0.0415